# 1
C20H28Cl21F6IN3O8P2 | ωB97M-V with the def2-TZVPD basis set

Results
Charge   +1
Electronic energy   -12788.17585 Ha

XYZ file:
```
89
Properties=species:S:1:pos:R:3:mulliken_charge:R:1
I -4.04230 3.35824 3.21392 0.249
Cl 1.97215 -10.91847 -3.95141 -0.115
Cl 6.76552 -6.70203 -4.93650 -0.125
Cl 2.88112 -8.57142 -5.40928 -0.091
Cl 6.42092 2.37587 6.11894 -0.109
Cl 5.62584 -2.23328 5.78265 -0.116
Cl -2.05570 3.59312 -7.28198 -0.129
Cl 8.41983 1.69076 3.96604 -0.105
Cl 5.46109 1.70922 8.78406 -0.128
Cl 7.08075 2.61074 1.55345 -0.139
Cl 6.98554 -0.20238 2.28964 0.001
Cl 4.57676 -4.73592 4.73664 -0.103
Cl 3.99755 -4.81835 -0.32124 -0.122
Cl 5.44166 -2.92445 1.34757 -0.074
Cl 6.95420 -5.18922 -2.46142 -0.132
Cl -3.06454 1.07652 -8.33756 -0.117
Cl 0.69386 -8.34351 -3.50509 -0.122
Cl 3.33375 -2.21491 3.99024 0.008
Cl 3.77862 1.20706 6.46407 -0.117
Cl 4.09365 -2.00535 -1.05694 -0.132
Cl -4.34727 3.58077 -9.07432 -0.115
Cl 4.72216 -7.01322 -2.89099 -0.078
P -6.25785 1.18485 0.85278 1.019
P -0.24055 3.79400 0.02827 -0.128
F -3.92675 3.18697 -4.12032 -0.211
F -5.04686 -1.18925 2.63362 -0.193
F -2.71850 -0.55975 1.33459 -0.305
F -4.57257 0.31820 4.40511 -0.198
F -3.19003 -1.34090 3.85634 -0.265
F -1.93768 0.66733 3.06360 -0.271
O -2.75670 4.48421 0.24500 -0.289
O -2.13622 2.35589 1.29933 -0.036
O -7.61743 2.11522 0.29399 -0.569
O 0.39810 3.72257 -1.55732 -0.541
O -6.64397 1.21205 2.53663 -0.461
O -2.57118 6.26959 1.35086 -0.382
O -6.40747 -0.18777 0.20654 -0.664
O -5.60622 1.65001 -3.98998 -0.444
N -4.12024 1.93656 -0.92296 0.337
N -1.98491 5.27569 1.05826 0.111
N 0.75356 2.67849 1.03072 -0.576
C 4.16893 -3.10097 5.27413 -0.140
C 1.48445 -9.38898 -4.69481 0.003
C -4.57992 2.02841 0.51143 -0.758
C -3.48197 1.85566 1.65729 -1.585
C -3.49793 2.70363 -7.79463 0.353
C -5.05666 2.77639 -1.78397 -0.065
C 0.21161 0.15044 -0.96964 -0.477
C 0.30091 -0.44876 0.52114 0.290
C -2.08913 3.14653 0.12062 1.659
C 7.96074 1.27361 2.30937 -0.065
C -3.14206 0.45026 2.27847 1.411
C 6.43908 -6.71421 -3.19809 0.030
C -4.90833 2.45872 -3.37189 0.165
C -2.69954 2.47580 -1.17136 -0.870
C 1.87045 -0.33854 0.95653 -0.831
C 4.97443 -3.34440 -0.30602 0.321
C -1.84818 1.52956 -2.12060 -0.795
C -4.07509 -0.34985 3.27543 0.424
C 5.43971 1.25515 7.07400 0.373
C -1.25585 0.14115 -1.62359 -0.803
H -6.16007 2.54739 -1.62315 0.476
H 5.87792 -3.52674 -0.88256 -0.026
H 3.49966 -3.17812 6.12904 0.358
H -7.62577 1.10404 2.63912 0.372
H 2.37541 0.42009 0.23854 0.209
H -0.26290 0.27419 1.19851 -0.374
H 0.92826 -0.51559 -1.59591 0.499
H 0.77131 -9.60565 -5.48798 0.327
H 0.76258 3.05461 2.00546 0.324
H 7.01312 -7.52178 -2.74747 0.307
H 2.01610 0.05513 2.01740 0.208
H -1.11400 -0.49043 -2.59227 0.399
H -2.05794 -0.43598 -1.05626 0.292
H -4.14320 0.93244 -1.23052 0.823
H -2.85408 3.40245 -1.86373 0.355
H 5.86763 0.25907 6.97892 -0.013
H -0.11524 -1.50647 0.62308 0.533
H -7.48102 2.99465 0.74412 0.354
H 0.62291 1.20826 -1.08640 0.063
H 8.86814 1.09310 1.73596 0.331
H -2.58546 1.20204 -2.96553 0.227
H -4.16602 2.61282 -6.94004 -0.001
H 2.42265 -1.33325 0.76205 0.031
H 1.35285 3.48508 -1.54535 0.371
H -4.93802 3.90737 -1.56270 0.443
H -4.89605 3.14880 0.58834 0.707
H 1.72021 2.89374 0.69461 0.305
H -1.02631 2.05535 -2.74458 0.436
```

=====

# 2
C20H28Cl2N2O6Ru | ωB97M-V with the def2-TZVPD basis set

Results
2S+1   6
Charge   -1
Electronic energy   -2354.78526 Ha
⟨S²⟩   8.779

XYZ file:
```
59
Properties=species:S:1:pos:R:3:nbo_charge:R:1
Ru 0.04674 0.31531 0.76424 1.194
Cl -0.01297 -2.78736 4.49670 1.775
Cl 0.32125 0.56320 3.38978 -0.281
O 1.45634 -3.03213 4.35293 -0.917
O -4.27599 1.47544 -0.03313 -0.507
O -0.26988 -0.95459 -0.45429 -0.708
O 4.49717 0.03375 0.14385 -0.504
O -0.60066 -3.72085 5.50162 -0.902
O -0.68902 -2.97447 3.16114 -0.931
N -2.47411 0.43620 0.76417 -0.540
N 2.32258 -0.40429 0.49886 -0.560
C -2.05666 2.66168 -0.09191 -0.485
C 4.38486 -1.45829 0.42322 -0.079
C -4.76906 0.12208 0.42333 -0.077
C -0.80259 2.46209 -2.35105 0.010
C -2.08678 2.72883 -3.06782 -0.638
C 2.90360 -1.76237 0.24058 0.058
C -3.53046 -1.14728 2.27250 -0.618
C 0.31494 1.76319 -0.41830 -0.265
C 2.97158 1.93026 -2.98629 -0.651
C -0.84380 2.35009 -0.93188 -0.074
C 3.23425 0.47359 0.23307 0.614
C 2.33947 -2.78007 1.21238 -0.624
C -3.22559 -1.79502 -0.06080 -0.610
C 2.59409 -2.24508 -1.16194 -0.625
C 0.42296 2.18611 -2.98737 -0.285
C -3.51088 -0.62833 0.85342 0.048
C 1.61956 1.99358 -0.89891 -0.090
C 1.64514 2.11450 -2.30474 0.086
C -2.96421 1.49101 0.23022 0.596
C 2.81901 1.90331 0.01506 -0.493
H 2.57226 2.26951 1.02987 0.256
H 2.82144 -3.75046 1.04643 0.197
H -5.47275 0.28967 1.25598 0.190
H -2.58260 -1.64983 2.49318 0.276
H 3.71301 2.63251 -2.57677 0.210
H -2.84129 1.95497 -2.82299 0.221
H 3.34916 0.90353 -2.80861 0.218
H -3.64254 -0.30487 2.95838 0.202
H -1.74150 3.01234 0.90919 0.250
H 4.68003 -1.62287 1.46522 0.200
H -1.85846 2.71541 -4.15217 0.212
H -4.04022 -2.52723 -0.00469 0.198
H -3.11513 -1.45475 -1.09008 0.209
H -2.69649 3.39805 -0.58356 0.230
H 2.81169 2.08900 -4.06811 0.211
H 2.92085 -3.28653 -1.27804 0.205
H -5.28749 -0.31458 -0.44328 0.194
H 3.10848 -1.61863 -1.90046 0.188
H 5.05730 -1.98273 -0.28862 0.196
H 3.68697 2.43287 -0.40505 0.232
H -4.35294 -1.85430 2.40684 0.201
H 1.51725 -2.18082 -1.34335 0.267
H 0.42515 2.15988 -4.10084 0.193
H 0.21782 1.31705 2.28392 0.143
H -2.29440 -2.27782 0.23805 0.260
H 1.25663 -2.89272 1.07795 0.259
H -2.50562 3.70555 -2.77064 0.212
H 2.51253 -2.47626 2.24361 0.250
```

=====

# 3
C20H28Cl2N5O2Ru | ωB97M-V with the def2-TZVPD basis set

Results
2S+1   5
Charge   +3
Electronic energy   -2217.50008 Ha
⟨S²⟩   6.045

XYZ file:
```
58
Properties=species:S:1:pos:R:3:nbo_charge:R:1
Ru -0.46137 1.03940 0.44032 1.367
Cl 1.58800 -5.64762 0.43881 0.118
Cl 1.72669 -0.47162 -1.12481 -0.002
O -0.76959 -1.29764 0.57763 -0.651
O -1.80825 0.11225 -0.72246 -0.668
N 1.24874 1.83092 1.47297 -0.785
N -1.26963 3.10258 1.54398 -0.425
N -0.39679 2.57370 -1.09555 -0.778
N 0.55609 -3.28530 -0.91871 -0.402
N -1.70394 0.46692 2.30795 -0.801
C 0.58684 -2.74227 -4.52185 -0.189
C 0.85430 2.52596 2.73538 -0.234
C -0.49863 3.97978 -0.60895 -0.237
C -2.21118 1.55230 3.18649 -0.246
C -1.57117 4.05335 0.45008 -0.247
C 3.83967 -1.79423 -0.09933 -0.231
C 2.54898 -1.91350 -0.54396 -0.027
C -2.48164 2.75474 2.31788 -0.241
C 4.45498 -2.89645 0.49918 -0.116
C 3.76322 -4.08021 0.69507 -0.188
C -1.55565 -1.12722 -0.37083 0.813
C 1.84565 -3.12869 -0.43475 0.120
C -0.75555 -2.42075 -4.72837 -0.068
C 0.13173 -2.90900 -2.16486 0.164
C 2.46357 -4.19253 0.23922 -0.038
C 1.03942 -2.97438 -3.24639 -0.153
C -1.63871 -2.29030 -3.64763 -0.175
C -0.16756 3.59825 2.41068 -0.263
C -2.14029 -2.24991 -1.18259 -0.545
C -1.22087 -2.52621 -2.36041 0.012
H -1.47848 1.76277 3.95945 0.216
H 4.36849 -0.85590 -0.20017 0.255
H -1.22891 2.34202 -1.63686 0.418
H -2.53584 3.78233 0.01761 0.230
H 1.76553 2.47921 0.88343 0.403
H 1.90731 1.08708 1.69566 0.423
H -3.27367 2.51624 1.60655 0.221
H 0.46352 1.77204 3.40962 0.213
H -0.07104 -3.84805 -0.34954 0.444
H 1.72410 2.97636 3.21178 0.252
H -0.73730 4.64686 -1.43507 0.258
H -1.66192 5.07585 0.82391 0.247
H -0.56675 4.01085 3.33925 0.250
H -2.27821 -3.11855 -0.53665 0.264
H -3.11253 -1.94002 -1.56069 0.280
H 0.47553 4.27898 -0.22529 0.208
H -2.49502 0.04418 1.82971 0.403
H -3.12563 1.25216 3.69468 0.252
H 1.25938 -2.84556 -5.36267 0.265
H 0.33256 4.42062 1.90098 0.227
H -2.66426 -1.99070 -3.82974 0.250
H 5.48246 -2.81490 0.83107 0.264
H 4.23106 -4.92367 1.18500 0.273
H 2.05964 -3.29264 -3.06724 0.249
H 0.38122 2.49039 -1.74719 0.423
H -1.12124 -2.26499 -5.73570 0.259
H -2.82304 3.60157 2.91790 0.243
H -1.27403 -0.28684 2.83603 0.426
```

=====

# 4
C20H28CrNO3P | ωB97M-V with the def2-TZVPD basis set

Results
2S+1   5
Charge   0
Electronic energy   -2445.14282 Ha
⟨S²⟩   6.041

XYZ file:
```
54
Properties=species:S:1:pos:R:3:nbo_charge:R:1
Cr 0.74970 0.28582 0.53007 0.990
P -0.22066 2.52303 0.16354 0.875
O -0.26082 -1.99389 1.92682 -0.735
O -1.38726 -0.58919 0.57448 -0.831
O -3.83531 -1.50308 -0.24582 -0.678
N 2.90311 -0.12855 0.27909 -0.522
C -5.11969 -3.00470 2.82642 -0.178
C -2.69470 -3.07830 2.88487 -0.138
C 1.40992 -0.60769 -3.72595 -0.215
C -3.93016 -3.39792 3.44225 -0.270
C 3.64245 0.68272 -0.77468 -0.404
C 2.04172 -1.74458 -1.60697 -0.447
C 0.80902 0.38950 -4.47939 -0.217
C -5.06286 -2.37894 1.58529 -0.288
C 1.02590 3.85772 0.40989 -0.935
C 0.73152 0.41350 -1.60962 -0.380
C 1.39346 -0.59707 -2.31925 -0.055
C 3.91791 -0.33408 1.38364 -0.405
C -3.82515 -2.04084 0.99812 0.363
C 0.16276 1.41456 -3.76406 -0.230
C 0.15657 1.43214 -2.35515 0.033
C -0.55276 2.57728 -1.66148 -0.729
C -2.62789 -2.27539 1.73324 -0.256
C -1.32966 -1.60462 1.38421 0.766
C -1.82998 3.14125 0.83787 -0.932
C 2.45295 -1.54113 -0.15367 -0.244
H -2.63562 2.42833 0.58669 0.260
H 2.87397 -2.19254 -2.16914 0.213
H 4.69921 0.78237 -0.47928 0.188
H -2.10768 4.12892 0.42313 0.229
H 3.67754 0.24755 2.27548 0.201
H 1.58631 -1.84441 0.46948 0.222
H -1.81208 3.23840 1.93759 0.237
H -2.93324 -1.14012 -0.40078 0.514
H 1.42111 3.78685 1.43317 0.232
H 1.91334 -1.42002 -4.24691 0.200
H -0.32088 2.22488 -4.28888 0.199
H -6.06755 -3.16156 3.33639 0.212
H 0.22708 1.19447 2.18652 0.007
H -3.97810 -3.93807 4.38813 0.209
H 1.87935 3.69952 -0.26501 0.242
H 3.22862 -2.29019 0.12827 0.206
H 3.98808 -1.39453 1.65654 0.208
H 4.94103 -0.05399 1.07119 0.198
H -0.27143 3.57405 -2.04368 0.229
H 0.70563 0.64557 2.57968 0.039
H 3.23993 1.71124 -0.85121 0.206
H -1.65189 2.49060 -1.76477 0.241
H 1.32335 -2.58024 -1.56301 0.237
H -5.98018 -2.14256 1.06606 0.220
H -1.76150 -3.39088 3.36511 0.235
H 0.60967 4.86580 0.25951 0.234
H 0.81471 0.38728 -5.56810 0.215
H 3.67112 0.24574 -1.78595 0.227
```